The following is a DFT calculation (wB97M-V/def2-TZVPD) of 2 unconnected molecules or ions with the total composition C26H28N2O2.

ORCA input file:
```
! RIJCOSX wB97M-V def2-TZVPD def2/J DEFGRID3
* xyz 2 1
C -2.386 -8.066 1.934
C -2.097 -7.152 0.724
C -2.857 -5.821 0.807
C -0.588 -6.953 0.557
C -0.261 -5.951 -0.521
C -0.676 -6.103 -1.784
C -0.357 -5.096 -2.817
O -0.319 -5.347 -3.992
C -0.091 -3.722 -2.309
C -0.300 -2.618 -3.134
C -0.062 -1.340 -2.624
C 0.388 -1.181 -1.312
C 0.594 -2.287 -0.490
C 0.352 -3.560 -0.999
C 0.576 -4.781 -0.181
O 1.395 -4.804 0.695
H -1.486 -8.293 2.500
H -3.096 -7.586 2.597
H -2.830 -9.011 1.638
H -2.454 -7.674 -0.162
H -3.162 -5.505 -0.189
H -2.241 -5.012 1.198
H -3.765 -5.905 1.392
H -0.096 -7.900 0.355
H -0.192 -6.570 1.497
H -1.240 -6.965 -2.103
H -0.644 -2.787 -4.141
H -0.229 -0.490 -3.268
H 0.577 -0.196 -0.907
H 0.932 -2.187 0.531
C 2.575 0.692 0.879
N 2.058 2.079 0.762
C 1.598 2.697 1.862
C 1.138 3.992 1.804
C 1.155 4.676 0.590
C 1.623 4.006 -0.536
C 2.067 2.706 -0.423
C 0.701 6.088 0.495
C 1.553 7.074 0.007
C 1.106 8.373 -0.100
N -0.144 8.701 0.259
C -0.982 7.772 0.747
C -0.585 6.462 0.878
C -0.628 10.097 0.108
H 1.789 0.065 1.293
H 3.443 0.704 1.533
H 2.855 0.330 -0.104
H 1.616 2.131 2.784
H 0.787 4.462 2.712
H 1.640 4.480 -1.507
H 2.438 2.150 -1.272
H 2.569 6.847 -0.286
H 1.737 9.167 -0.473
H -1.974 8.105 1.020
H -1.291 5.739 1.264
H -0.967 10.454 1.077
H -1.445 10.101 -0.610
H 0.183 10.719 -0.253
*
```

Properties
- HOMO energy: -12.97 eV
- HOMO-LUMO gap: 5.11 eV
- E: -34476.0347 eV


The following is a DFT calculation (wB97M-V/def2-TZVPD) of 2 unconnected molecules or ions with the total composition C26H28N2O3.

ORCA input file:
```
! RIJCOSX wB97M-V def2-TZVPD def2/J DEFGRID3
* xyz 0 1
C 2.802 -4.802 1.364
C 1.708 -4.291 0.447
O 2.003 -2.966 -0.007
C 1.012 -2.362 -0.725
C 1.595 -1.285 -1.575
C 3.056 -1.029 -1.480
C 0.856 -0.877 -2.732
C 1.556 -0.070 -3.775
O -0.386 -1.091 -2.857
O -0.145 -2.753 -0.730
H 2.429 -5.752 1.757
H 3.747 -5.015 0.844
H 3.023 -4.124 2.200
H 1.644 -4.917 -0.451
H 0.746 -4.239 0.969
H 3.507 -1.524 -0.602
H 3.561 -1.404 -2.401
H 3.214 0.063 -1.412
H 2.561 0.235 -3.501
H 1.624 -0.643 -4.705
H 1.008 0.854 -3.977
C -3.401 -0.051 -3.885
N -2.830 0.293 -2.603
C -1.513 0.611 -2.469
C -1.271 0.854 -1.069
C -0.032 1.040 -0.464
C 0.141 1.766 0.724
C -0.776 2.577 1.441
N -0.217 2.972 2.612
C -0.916 3.760 3.607
C 1.092 2.515 2.701
C 1.363 1.782 1.525
C 2.591 1.163 1.364
C 3.500 1.216 2.430
C 3.198 1.914 3.613
C 1.988 2.612 3.754
C -2.533 0.618 -0.389
C -3.480 0.259 -1.382
C -4.752 -0.198 -1.080
C -5.103 -0.268 0.273
C -4.179 0.086 1.263
C -2.869 0.465 0.945
H -4.361 -0.542 -3.725
H -3.521 0.863 -4.479
H -2.713 -0.733 -4.391
H -1.040 1.020 -3.360
H 0.844 0.620 -0.934
H -1.786 2.896 1.214
H -0.319 3.852 4.514
H -1.125 4.756 3.206
H -1.874 3.282 3.837
H 2.803 0.660 0.422
H 4.448 0.683 2.353
H 3.906 1.914 4.440
H 1.715 3.179 4.638
H -5.420 -0.514 -1.874
H -6.093 -0.621 0.565
H -4.476 0.036 2.308
H -2.114 0.654 1.703
*
```

Properties
- HOMO energy: -6.58 eV
- HOMO-LUMO gap: 5.83 eV
- Energy relative to the best compared isomer or geometry (same formula, charge and spin): 114.7 kcal/mol
- E: -36536.9029 eV


The following is a DFT calculation (wB97M-V/def2-TZVPD) of C26H28N4O in the gas phase.

ORCA input file:
```
! RIJCOSX wB97M-V def2-TZVPD def2/J DEFGRID3
* xyz 0 1
O 4.465 1.688 1.963
C 3.624 1.412 1.161
N 3.772 1.093 -0.139
C 4.933 0.546 -0.849
C 5.067 -0.842 -0.847
C 4.863 -1.754 0.337
C 5.116 -2.965 -0.120
C 5.444 -3.465 -1.332
C 5.708 -2.674 -2.315
C 5.419 -1.067 -2.120
C 2.132 1.684 1.572
C 1.207 0.313 1.695
C -0.311 0.594 2.233
N -0.832 1.648 1.347
C -1.894 1.280 0.604
N -2.373 0.182 0.359
C -3.325 -0.348 -0.134
C -3.977 -1.662 0.145
C -3.537 -2.397 1.215
C -3.874 -3.856 1.511
C -5.167 -4.156 0.838
C -5.666 -3.462 -0.357
C -5.088 -2.306 -0.596
N -3.989 0.182 -1.066
C -3.411 1.710 -1.307
C -2.435 2.019 -0.469
C -1.960 3.372 -1.057
C -2.720 3.512 -2.449
C -3.894 2.717 -2.273
C -0.266 2.860 1.435
C 1.316 2.705 0.791
H 2.860 0.679 -0.664
H 5.682 0.956 0.060
H 4.963 1.203 -1.567
H 4.613 -1.260 1.264
H 4.995 -3.671 0.712
H 5.665 -4.463 -1.331
H 5.974 -3.197 -3.387
H 5.509 -0.500 -3.078
H 2.119 1.995 2.703
H 1.141 -0.116 0.462
H 1.641 -0.486 2.249
H -0.130 0.909 3.337
H -0.812 -0.468 1.914
H -2.562 -2.070 1.597
H -3.402 -4.556 2.160
H -5.361 -5.318 0.826
H -6.250 -3.834 -0.985
H -5.551 -1.459 -1.457
H -2.342 4.311 -0.509
H -0.954 3.518 -1.405
H -2.122 2.985 -3.290
H -3.095 4.419 -2.712
H -4.792 3.037 -2.097
H -4.217 2.034 -2.969
H -0.059 3.120 2.398
H -0.567 3.503 0.979
H 1.437 2.457 -0.315
H 1.881 3.531 1.035
*
```

Properties
- HOMO energy: -8.16 eV
- SMILES: O=C(NCc1ccccc1)C1CCN(c2nc(-c3ccccc3)nc3c2CCC3)CC1
- HOMO-LUMO gap: 8.68 eV
- Energy relative to the best compared isomer or geometry (same formula, charge and spin): 408.4 kcal/mol
- E: -35407.7370 eV


The following is a DFT calculation (wB97M-V/def2-TZVPD) of a molecular structure, C26H28N5OS5Tc.

ORCA input file:
```
! RIJCOSX wB97M-V def2-TZVPD def2/J DEFGRID3
* xyz 1 2
Tc -0.687 -0.414 -1.987
N 2.308 -1.756 7.825
C 1.966 -1.631 6.736
C 1.539 -1.475 5.371
C 1.715 -0.253 4.726
C 1.308 -0.108 3.411
C 0.713 -1.171 2.739
C 0.536 -2.388 3.390
C 0.952 -2.545 4.701
C 0.272 -1.005 1.326
C -1.090 -1.024 1.077
C -2.146 -1.187 2.020
C -3.322 -1.190 1.314
C -2.965 -1.025 -0.044
N -1.651 -0.916 -0.194
C 1.286 -0.845 0.364
C 2.676 -0.904 0.591
C 3.302 -0.690 -0.626
C 2.281 -0.514 -1.563
N 1.069 -0.619 -0.992
H 2.171 0.572 5.255
H 1.451 0.836 2.902
H 0.074 -3.215 2.867
H 0.823 -3.491 5.210
H -2.021 -1.290 3.086
H -4.322 -1.302 1.699
H -3.620 -0.983 -0.903
H 3.147 -1.081 1.544
H 4.361 -0.657 -0.825
H 2.376 -0.293 -2.615
S -0.028 0.194 -4.163
S -1.242 -2.271 -5.871
S -2.768 -1.314 -5.226
S -2.038 0.334 -4.067
O -0.933 -2.389 -2.424
S -0.314 -3.739 -2.776
C 0.295 -4.416 -1.199
C 1.802 -4.192 -1.137
C 2.297 -4.297 -2.577
C 1.358 -3.431 -3.407
H 0.026 -5.473 -1.203
H -0.285 -3.908 -0.426
H 2.274 -4.926 -0.486
H 2.017 -3.201 -0.733
H 2.255 -5.334 -2.919
H 3.326 -3.959 -2.692
H 1.365 -3.623 -4.477
H 1.518 -2.365 -3.237
N -0.829 1.567 -1.397
C -1.121 2.653 -1.122
N -1.435 3.862 -0.778
C -1.574 4.199 0.660
C -1.711 5.711 0.798
C -0.758 6.396 -0.175
C -1.224 6.177 -1.621
C -1.929 4.826 -1.784
H -0.669 3.856 1.162
H -2.430 3.668 1.080
H -1.495 5.980 1.832
H -2.740 6.020 0.601
H 0.244 5.979 -0.039
H -0.682 7.462 0.035
H -0.380 6.247 -2.306
H -1.931 6.956 -1.907
H -1.753 4.393 -2.767
H -3.009 4.921 -1.656
*
```

Properties
- ⟨S²⟩: 0.837
- HOMO energy (spin up / spin down): -9.78 / -9.39 eV
- HOMO-LUMO gap (spin up / spin down): 4.45 / 4.17 eV
- Energy relative to the best compared isomer or geometry (same formula, charge and spin): 37.9 kcal/mol
- E: -93282.6638 eV


The highest E belongs to which entry? C26H28N2O2


Repeat the fourth record exactly.
The following is a DFT calculation (wB97M-V/def2-TZVPD) of a molecular structure, C26H28N5OS5Tc.

ORCA input file:
```
! RIJCOSX wB97M-V def2-TZVPD def2/J DEFGRID3
* xyz 1 2
Tc -0.687 -0.414 -1.987
N 2.308 -1.756 7.825
C 1.966 -1.631 6.736
C 1.539 -1.475 5.371
C 1.715 -0.253 4.726
C 1.308 -0.108 3.411
C 0.713 -1.171 2.739
C 0.536 -2.388 3.390
C 0.952 -2.545 4.701
C 0.272 -1.005 1.326
C -1.090 -1.024 1.077
C -2.146 -1.187 2.020
C -3.322 -1.190 1.314
C -2.965 -1.025 -0.044
N -1.651 -0.916 -0.194
C 1.286 -0.845 0.364
C 2.676 -0.904 0.591
C 3.302 -0.690 -0.626
C 2.281 -0.514 -1.563
N 1.069 -0.619 -0.992
H 2.171 0.572 5.255
H 1.451 0.836 2.902
H 0.074 -3.215 2.867
H 0.823 -3.491 5.210
H -2.021 -1.290 3.086
H -4.322 -1.302 1.699
H -3.620 -0.983 -0.903
H 3.147 -1.081 1.544
H 4.361 -0.657 -0.825
H 2.376 -0.293 -2.615
S -0.028 0.194 -4.163
S -1.242 -2.271 -5.871
S -2.768 -1.314 -5.226
S -2.038 0.334 -4.067
O -0.933 -2.389 -2.424
S -0.314 -3.739 -2.776
C 0.295 -4.416 -1.199
C 1.802 -4.192 -1.137
C 2.297 -4.297 -2.577
C 1.358 -3.431 -3.407
H 0.026 -5.473 -1.203
H -0.285 -3.908 -0.426
H 2.274 -4.926 -0.486
H 2.017 -3.201 -0.733
H 2.255 -5.334 -2.919
H 3.326 -3.959 -2.692
H 1.365 -3.623 -4.477
H 1.518 -2.365 -3.237
N -0.829 1.567 -1.397
C -1.121 2.653 -1.122
N -1.435 3.862 -0.778
C -1.574 4.199 0.660
C -1.711 5.711 0.798
C -0.758 6.396 -0.175
C -1.224 6.177 -1.621
C -1.929 4.826 -1.784
H -0.669 3.856 1.162
H -2.430 3.668 1.080
H -1.495 5.980 1.832
H -2.740 6.020 0.601
H 0.244 5.979 -0.039
H -0.682 7.462 0.035
H -0.380 6.247 -2.306
H -1.931 6.956 -1.907
H -1.753 4.393 -2.767
H -3.009 4.921 -1.656
*
```

Properties
- ⟨S²⟩: 0.837
- HOMO energy (spin up / spin down): -9.78 / -9.39 eV
- HOMO-LUMO gap (spin up / spin down): 4.45 / 4.17 eV
- Energy relative to the best compared isomer or geometry (same formula, charge and spin): 37.9 kcal/mol
- E: -93282.6638 eV